Record 1
19
Properties=species:S:1:pos:R:3:forces:R:3 method="wB97M-V/def2-TZVPD" smiles="CNC/[N+](C)=C/N" charge=+1 homo_energy_ev=-13.436 lumo_energy_ha=-0.2410 fmax_ha_per_bohr=0.126 energy_ha=-323.5087
C -0.952401 0.759673 2.625747 -0.300 -0.325 0.988
N -1.129947 0.296831 1.271680 1.262 0.280 -1.701
C -0.095643 -0.617634 0.778281 -1.455 -0.226 1.328
N -0.078904 -0.521699 -0.665199 2.008 3.435 -0.678
C 0.589903 -1.574935 -1.395157 -0.450 -1.026 -0.460
C 0.060177 0.785575 -1.228107 0.414 -5.214 -3.783
N 0.991123 0.881516 -2.314134 -0.679 2.694 3.976
H -1.764879 1.441480 2.890930 0.135 -0.114 -0.131
H 0.002011 1.239286 2.887960 -0.051 -0.121 -0.324
H -1.075649 -0.134701 3.251492 0.113 0.324 0.134
H -1.083071 1.046663 0.578245 -0.618 0.500 0.701
H -0.408566 -1.618880 1.098892 0.467 -0.030 -0.270
H 0.946028 -0.407820 1.124526 -0.602 -0.163 -0.052
H 0.553214 -1.299871 -2.448640 0.208 -0.278 0.117
H -0.071784 -2.441014 -1.254523 0.324 0.026 0.042
H 1.601354 -1.862889 -1.107989 0.034 0.312 0.232
H -0.851196 1.181188 -1.665449 -0.804 1.328 1.767
H 0.825746 1.872179 -2.518526 0.043 -0.173 -1.350
H 1.942475 0.975047 -1.910028 -0.052 -1.230 -0.539

Record 2
20
Properties=species:S:1:pos:R:3:forces:R:3 method="wB97M-V/def2-TZVPD" charge=-1 homo_energy_ev=-2.404 lumo_energy_ha=0.1241 fmax_ha_per_bohr=0.036 energy_ha=-399.0598
C -0.632633 -2.525061 -0.126257 0.494 0.524 0.226
O -1.099514 -3.741759 0.159036 0.529 0.507 0.062
C 0.925756 -2.251101 0.221312 -0.027 -0.106 -1.489
N 1.498868 -0.893693 -0.237367 -0.365 -0.948 -0.843
H -0.728280 -2.233386 -1.217922 0.157 -0.088 0.080
H -1.163837 -1.662290 0.417326 0.090 -0.319 -0.107
H 1.064760 -2.352979 1.276360 -0.032 0.169 0.868
H 1.496364 -3.097507 -0.221166 -0.312 0.388 -0.025
H 2.491710 -1.015261 -0.510518 -0.824 -0.076 0.344
H 1.022419 -0.653603 -1.138442 0.422 -0.235 1.081
C 0.091671 3.093461 0.942944 -0.294 -1.225 0.620
N -0.651486 2.579901 -0.201720 -0.322 -1.074 -0.068
C -0.972566 1.211627 -0.257561 0.282 0.405 1.611
N -0.956798 0.538465 -1.323762 -1.713 -0.191 -0.358
H 0.033462 4.178045 0.900559 0.156 0.049 0.344
H -0.381980 2.685933 1.916683 0.643 0.800 -1.551
H 1.143489 2.731561 0.929979 -0.453 0.418 0.132
H -0.465097 2.962224 -1.125850 0.252 -0.100 0.413
H -1.200461 0.780881 0.778244 0.055 0.524 -1.301
H -1.515848 -0.335458 -1.181877 1.260 0.578 -0.039

Record 3
20
Properties=species:S:1:pos:R:3:forces:R:3 method="wB97M-V/def2-TZVPD" multiplicity=2 homo_energy_ev="-8.606 / -8.595" lumo_energy_ha="0.0306 / -0.0861" fmax_ha_per_bohr=0.020 energy_ha=-399.0127
C -1.861343 -1.046047 -0.770417 0.302 0.206 0.458
N -1.685020 1.539430 0.270235 0.050 0.192 -0.007
C -2.827229 0.983207 -0.222501 -0.214 -0.092 0.130
N -3.017708 -0.182204 -0.687998 0.068 -0.086 -0.250
H -2.113145 -1.972550 -1.271389 -0.044 -0.087 -0.161
H -1.474179 -1.297558 0.227662 -0.119 -0.072 0.006
H -1.016816 -0.563717 -1.284403 -0.091 -0.072 -0.198
H -1.728561 2.485490 0.599994 0.024 -0.008 -0.033
H -0.790978 1.067028 0.317513 -0.459 0.001 -0.024
H -3.690023 1.639085 -0.180982 -0.061 0.164 0.045
C 1.487087 -0.926491 0.643661 0.921 -0.037 0.433
O 0.747187 0.191700 0.414256 0.340 -0.253 -0.148
C 2.988278 -0.610412 0.710175 0.091 0.469 -0.120
N 3.365103 0.100741 -0.507296 -0.187 -0.531 0.067
H 1.159768 -1.442444 1.554013 -0.214 -0.137 -0.076
H 1.344751 -1.614386 -0.207333 -0.316 0.091 -0.098
H 3.168117 -0.023906 1.621247 -0.063 -0.013 0.034
H 3.582732 -1.520753 0.800590 -0.192 -0.147 -0.011
H 2.645784 0.777325 -0.723380 0.217 0.257 -0.003
H 4.267278 0.542947 -0.421357 -0.055 0.154 -0.044